(1)
The following is a DFT calculation (wB97M-V/def2-TZVPD) of a molecular structure, C7H12N4O3PtS at a distorted geometry.

As for the spin multiplicity: 3. The HOMO-LUMO gap (alpha / beta) is 6.31 / 3.37 eV. For the LUMO energy (alpha / beta), the calculation gives -8.7 / -11.6 eV. As for the HOMO energy (alpha / beta): -14.983 / -14.980 eV. Its energy above the lowest of the compared OMol25 structures with the same formula, charge and spin is 421.50 kJ/mol. Its charge is +2.

Positions of all 28 atoms, in Å:
Pt -0.7600 0.7074 2.5004
O 0.0181 2.3449 -0.6940
C 0.1056 1.7571 -1.7264
O 2.9172 0.9407 -0.9059
C 2.1555 0.1888 -1.4617
O 2.3753 -1.1235 -1.7814
N 0.8191 0.5119 -1.9241
C 1.6042 -1.3842 -3.0015
C 0.6379 -0.2508 -3.1269
H 1.1094 -2.3443 -2.9277
H 2.3125 -1.3286 -3.8135
H -0.3998 -0.5280 -3.2181
H 0.9464 0.4172 -3.9251
C -0.6572 2.2604 -2.9122
C -1.5281 3.2665 -2.6474
H -0.4512 1.8653 -3.8883
H -1.6960 3.6008 -1.6389
H -2.0357 3.7491 -3.4557
N 0.5890 -0.8279 3.0545
N -0.0807 -1.5361 4.1574
C -1.3720 -1.2396 4.3333
N -2.1701 -2.1799 4.8572
S -2.1398 0.2601 3.9823
H 1.4568 -0.3870 3.3472
H 0.8616 -1.4122 2.2505
H 0.4214 -2.3940 4.3923
H -3.1500 -1.8907 4.8649
H -1.8896 -3.0435 5.3088

natural (NBO) population analysis, charges in e, atoms 1 to 8: Pt 0.852; O -0.598; C 0.694; O -0.541; C 0.886; O -0.486; N -0.527; C -0.081

(2)
The following is a DFT calculation (wB97M-V/def2-TZVPD) of C7H10 in the gas phase.

As for the spin multiplicity: 1. The HOMO-LUMO gap is 9.98 eV. For the LUMO energy, the calculation gives 1.2 eV. As for the HOMO energy: -8.783 eV. Its SMILES is C1[C@@H]2CC3(CC3)[C@H]12. Its energy above the lowest of the compared OMol25 structures with the same formula, charge and spin is 325.61 kJ/mol.

Positions of all 17 atoms, in Å:
C 1.8847 0.5671 0.8243
C 1.3543 -0.7456 0.3141
C 0.5759 -0.6502 -0.9976
C -0.4175 0.2553 -0.2733
C -1.7786 -0.1593 0.1967
C -1.6671 0.7815 -0.9490
C 0.4468 0.2776 0.9909
H 2.1839 1.3806 0.1729
H 2.4494 0.4702 1.7494
H 1.6859 -1.6919 0.7262
H 0.1256 -1.5798 -1.3599
H 1.1459 -0.2041 -1.8277
H -2.0819 -1.1952 0.1533
H -1.9930 0.3476 1.1398
H -1.8032 0.2605 -1.8976
H -2.1005 1.7757 -0.9251
H -0.0105 0.1101 1.9627

natural (NBO) population analysis, charges in e, atoms 1 to 8: C -0.423; C -0.220; C -0.400; C -0.064; C -0.402; C -0.406; C -0.194; H 0.211

(3)
The following is a DFT calculation (wB97M-V/def2-TZVPD) of C16H27NO2 in the gas phase.

As for the spin multiplicity: 1. The HOMO-LUMO gap is 9.33 eV. For the LUMO energy, the calculation gives 0.8 eV. As for the HOMO energy: -8.522 eV. Its SMILES is Cc1cc(C)c(OCCCCCNCCO)c(C)c1. Its energy above the lowest of the compared OMol25 structures with the same formula, charge and spin is 110.20 kJ/mol.

Positions of all 46 atoms, in Å:
C -1.8594 3.8366 3.1308
C -1.9550 2.4195 2.6505
C -1.6295 1.3627 3.4871
C -1.7256 0.0438 3.0690
C -1.4121 -1.0662 4.0297
C -2.1446 -0.2218 1.7623
O -2.2589 -1.5305 1.3104
C -1.0377 -2.1709 0.9947
C -0.3778 -1.6191 -0.2710
C 0.9258 -2.3514 -0.5769
C 1.5413 -1.9496 -1.9169
C 2.0464 -0.5003 -1.9383
N 2.6673 -0.0835 -3.1806
C 3.9281 -0.7272 -3.5101
C 4.5916 0.0806 -4.6279
O 4.7674 1.4193 -4.2481
C -2.5191 0.8254 0.9171
C -3.0421 0.5567 -0.4631
C -2.4141 2.1307 1.3749
H -1.0719 3.9421 3.8734
H -1.6589 4.5135 2.3036
H -2.8004 4.1376 3.5924
H -1.3010 1.5659 4.4970
H -1.7430 -0.7964 5.0306
H -0.3381 -1.2530 4.0738
H -1.9143 -1.9826 3.7285
H -1.3020 -3.2233 0.8549
H -0.3292 -2.0953 1.8292
H -1.0681 -1.7306 -1.1092
H -0.1876 -0.5545 -0.1235
H 0.7278 -3.4263 -0.5939
H 1.6465 -2.1618 0.2221
H 2.3804 -2.6168 -2.1275
H 0.8011 -2.0827 -2.7110
H 1.2123 0.1833 -1.7600
H 2.7792 -0.3571 -1.1387
H 2.0122 -0.2010 -3.9489
H 4.5607 -0.6915 -2.6190
H 3.8301 -1.7768 -3.8283
H 5.5810 -0.3208 -4.8585
H 3.9702 0.0218 -5.5362
H 3.9653 1.6718 -3.7689
H -3.2865 -0.4958 -0.5730
H -3.9360 1.1495 -0.6472
H -2.2993 0.8282 -1.2136
H -2.7003 2.9384 0.7157

natural (NBO) population analysis, charges in e, atoms 1 to 8: C -0.624; C -0.011; C -0.212; C -0.065; C -0.637; C 0.325; O -0.543; C -0.046

(4)
The following is a DFT calculation (wB97M-V/def2-TZVPD) of a molecular structure, C4H10O.

As for the spin multiplicity: 1. The HOMO-LUMO gap is 9.19 eV. For the LUMO energy, the calculation gives 0.4 eV. As for the HOMO energy: -8.751 eV. Its energy above the lowest of the compared OMol25 structures with the same formula, charge and spin is 418.29 kJ/mol.

Positions of all 15 atoms, in Å:
C -0.2210 -1.3949 -1.3078
C -0.7233 -0.1870 -0.8571
C 0.6872 0.5070 0.4253
C 0.1458 1.8986 0.6741
O 0.7721 -0.2993 1.3960
H 0.6932 -1.9981 -0.0525
H 0.5517 -1.3946 -2.0757
H -0.7506 -2.3343 -1.1901
H -0.6090 0.6873 -1.4894
H -1.6147 -0.2064 -0.2312
H 1.4985 0.4783 -0.3314
H 0.0323 2.4557 -0.2614
H -0.8026 1.8781 1.2158
H 0.8824 2.4230 1.2937
H 0.8172 -1.5707 0.6718

natural (NBO) population analysis, charges in e, atoms 1 to 8: C -0.298; C -0.526; C 0.322; C -0.665; O -0.628; H -0.071; H 0.210; H 0.218

(5)
The following is a DFT calculation (wB97M-V/def2-TZVPD) of 2 unconnected molecules or ions with the total composition CH6IN4 at a distorted geometry.

As for the spin multiplicity: 1. The HOMO-LUMO gap is 8.85 eV. For the LUMO energy, the calculation gives -4.1 eV. As for the HOMO energy: -12.978 eV. Its energy above the lowest of the compared OMol25 structures with the same formula, charge and spin is 52.18 kJ/mol. Its charge is +1.

Positions of all 12 atoms, in Å:
C -1.8005 0.8913 0.2434
N -0.7100 0.3833 0.6749
N 0.2851 0.4994 1.3852
N 1.1330 -0.4421 1.5184
N -1.9244 1.5075 -0.9225
I 2.7182 -2.3061 -1.7396
H -2.7170 0.6575 0.7832
H 1.0810 -1.3451 1.0448
H 1.9191 -0.2442 2.1231
H -1.1134 1.7242 -1.4838
H 3.9640 -3.0450 -2.3297
H -2.8350 1.7193 -1.2973

natural (NBO) population analysis, charges in e, atoms 1 to 8: C 0.359; N -0.260; N 0.156; N -0.485; N -0.701; I -0.131; H 0.233; H 0.403

(6)
The following is a DFT calculation (wB97M-V/def2-TZVPD) of a molecular structure, C3H4N3 at a distorted geometry.

As for the spin multiplicity: 1. The HOMO-LUMO gap (alpha / beta) is 7.88 / 7.88 eV. For the LUMO energy (alpha / beta), the calculation gives -8.3 / -8.3 eV. As for the HOMO energy (alpha / beta): -16.135 / -16.136 eV. Its energy above the lowest of the compared OMol25 structures with the same formula, charge and spin is 634.67 kJ/mol. Its charge is +1.

Positions of all 10 atoms, in Å:
C -2.0818 -0.4997 -0.5285
C -2.0867 0.6567 0.2152
C 2.1381 -0.1276 0.0176
N -0.7951 0.6440 0.4517
N -0.9314 -1.0424 -0.8221
N -0.1588 -0.3308 -0.0927
H -2.8728 1.2002 0.6948
H 2.2374 0.9205 -0.1217
H 2.1916 -0.4412 0.9832
H 2.3595 -0.9796 -0.7976

natural (NBO) population analysis, charges in e, atoms 1 to 8: C 0.604; C -0.146; C -0.007; N -0.134; N -0.265; N -0.019; H 0.292; H 0.219

(7)
The following is a DFT calculation (wB97M-V/def2-TZVPD) of 2 unconnected molecules or ions with the total composition C4H8O4S4 at a distorted geometry.

As for the spin multiplicity: 1. The HOMO-LUMO gap is 7.22 eV. For the LUMO energy, the calculation gives 5.1 eV. As for the HOMO energy: -2.097 eV. Its charge is -2.

Positions of all 20 atoms, in Å:
C -0.8007 1.3263 0.4412
C -0.8970 0.2086 -0.6267
C -0.4236 -1.1257 -0.1667
C -1.2430 -2.1284 -0.0439
O 3.8770 -1.2815 1.8617
O -3.3006 -1.8465 -1.5600
O 3.8782 -3.2291 0.3727
O -3.1331 -3.7555 0.0636
S 5.1363 -0.4442 -0.6586
S -3.8421 -1.2256 1.1672
S 3.5528 -1.7976 0.5022
S -2.9531 -2.3412 -0.2090
H -0.5116 2.2256 -0.0284
H -0.0319 1.0177 1.1169
H -1.7321 1.4381 0.8970
H -0.3045 0.5245 -1.4936
H -1.9341 -0.0080 -0.9725
H 4.8410 0.5555 0.1501
H 0.6380 -1.1284 0.1081
H -0.8716 -3.0288 0.4645

natural (NBO) population analysis, charges in e, atoms 1 to 8: C -0.602; C -0.456; C -0.124; C -0.523; O -1.004; O -1.011; O -0.986; O -1.000

> The highest spin multiplicity belongs to which entry?

C7H12N4O3PtS

> spin multiplicity of number 6 (C3H4N3)?

1

> spin multiplicity of number 6 (C3H4N3)?

1

> spin multiplicity of number 5 (CH6IN4)?

1